[1]
This record from OMol25 describes a cluster of 2 separate species, C2H7N3P in total at a distorted geometry. The level of theory is wB97M-V/def2-TZVPD.

Computed properties:
E in eV: -15934.567
Energy relative to the best compared isomer or geometry (same formula, charge and spin) in eV: 6.452
Kohn-Sham gap (alpha / beta) in eV: 8.3 / 8.3
Charge: +1

Cartesian coordinates (Å):
C1 -0.219 0.863 -0.331
C2 1.305 1.012 -0.020
N1 0.342 -1.214 0.201
N2 -0.536 -0.389 0.212
N3 -2.316 -1.074 -0.219
P1 1.901 -0.730 -0.124
H1 -0.830 1.673 0.018
H2 -0.319 0.689 -1.406
H3 1.934 1.750 -0.588
H4 1.160 1.402 0.938
H5 -1.869 -2.036 -0.273
H6 -2.973 -0.904 0.577
H7 2.421 -1.042 1.016

---

[2]
This record from OMol25 describes a cluster of 2 separate species, HNO2S2 in total at a distorted geometry. The level of theory is wB97M-V/def2-TZVPD.

Computed properties:
E in eV: -27265.788
Energy relative to the best compared isomer or geometry (same formula, charge and spin) in eV: 3.528
Kohn-Sham gap (alpha / beta) in eV: 6.9 / 7.2

Cartesian coordinates (Å):
N1 1.111 -0.436 0.040
O1 0.104 -1.084 -0.050
O2 2.238 -0.767 -0.178
S1 -2.330 1.150 -0.405
S2 0.934 1.229 0.575
H1 -2.056 -0.093 0.019

---

[3]
This record from OMol25 describes a cluster of 4 separate species, C4H16NO3 in total at a distorted geometry. The level of theory is wB97M-V/def2-TZVPD.

Computed properties:
E in eV: -12033.991
Energy relative to the best compared isomer or geometry (same formula, charge and spin) in eV: 3.909
Kohn-Sham gap (alpha / beta) in eV: 2.8 / 10.1
Multiplicity: 2

Cartesian coordinates (Å):
C1 0.984 0.437 0.145
C2 0.755 1.852 0.723
C3 -0.404 1.976 1.663
C4 -0.407 1.243 2.787
N1 -0.429 0.193 -0.518
H1 1.786 0.211 -0.545
H2 1.155 -0.347 0.899
H3 1.605 2.352 1.201
H4 0.378 2.508 -0.227
H5 -1.008 2.867 1.753
H6 -1.421 1.474 3.263
H7 0.083 0.258 3.013
H8 -1.316 0.490 0.117
H9 -0.449 0.832 -1.327
H10 -0.564 -0.812 -0.716
H11 -0.038 -2.952 -0.881
H12 1.044 -2.952 -1.937
O1 0.092 -2.427 -1.758
H13 2.823 -2.568 -2.546
H14 3.094 -3.305 -1.059
O2 2.514 -2.938 -1.758
H15 -3.832 0.125 -0.174
H16 -3.373 0.973 -1.431
O3 -3.073 0.508 -0.686

---

[4]
This record from OMol25 describes the ion C6H11N with charge +1 at a distorted geometry. The level of theory is wB97M-V/def2-TZVPD.

Computed properties:
E in eV: -7881.026
Energy relative to the best compared isomer or geometry (same formula, charge and spin) in eV: 1.258
Kohn-Sham gap (alpha / beta) in eV: 8.8 / 5.5
Multiplicity: 2
Charge: +1

Cartesian coordinates (Å):
C1 -0.183 -1.223 0.527
C2 0.129 -2.474 1.039
N1 -0.540 -3.174 1.924
C3 0.813 -0.375 -0.099
C4 0.348 1.045 -0.240
C5 0.475 1.970 -1.180
C6 -0.622 2.932 -1.527
H1 -1.208 -0.869 0.491
H2 1.130 -2.838 0.819
H3 -0.087 -3.904 2.462
H4 -1.337 -2.747 2.380
H5 1.715 -0.275 0.528
H6 1.176 -0.775 -1.047
H7 -0.416 1.272 0.508
H8 1.379 1.902 -1.787
H9 -1.541 2.373 -1.476
H10 -0.592 3.392 -2.502
H11 -0.639 3.768 -0.818

---

[5]
This record from OMol25 describes a structure of composition C21H24LiN5OSi. The level of theory is wB97M-V/def2-TZVPD.

Computed properties:
E in eV: -39748.960
Kohn-Sham gap in eV: 6.7

Cartesian coordinates (Å):
Li1 0.403 1.864 -1.371
N1 1.213 2.975 2.291
C1 0.288 3.987 2.225
C2 0.066 4.212 0.902
N2 0.815 3.345 0.144
C3 1.477 2.612 1.013
C4 2.358 1.545 0.588
N3 2.322 1.061 -0.633
C5 3.282 0.083 -0.670
C6 3.898 -0.019 0.540
N4 3.309 0.935 1.335
H1 1.325 2.370 3.096
H2 -0.128 4.434 3.110
H3 -0.589 4.934 0.447
H4 3.475 -0.485 -1.564
H5 4.690 -0.653 0.895
H6 3.470 1.075 2.317
C7 0.267 0.693 4.558
C8 -0.929 1.277 4.154
C9 -1.394 1.095 2.861
C10 -0.703 0.322 1.919
C11 0.481 -0.281 2.361
C12 0.965 -0.100 3.651
Si1 -1.271 0.285 0.077
C13 -1.100 -1.581 -0.365
C14 0.152 -2.119 -0.691
C15 0.323 -3.461 -1.002
C16 -0.774 -4.312 -1.029
C17 -2.033 -3.802 -0.742
C18 -2.186 -2.461 -0.412
H7 0.627 0.816 5.572
H8 -1.502 1.874 4.856
H9 -2.327 1.565 2.568
H10 1.041 -0.916 1.680
H11 1.874 -0.604 3.965
H12 -2.765 0.314 0.317
H13 1.018 -1.465 -0.701
H14 1.311 -3.843 -1.231
H15 -0.651 -5.360 -1.273
H16 -2.897 -4.456 -0.761
H17 -3.173 -2.089 -0.159
C19 -1.311 -1.813 -4.044
N5 -1.180 -0.385 -3.819
C20 -2.401 0.376 -3.608
C21 -0.004 0.165 -3.529
O1 0.155 1.332 -3.175
H18 -1.938 -1.989 -4.918
H19 -1.748 -2.304 -3.172
H20 -0.326 -2.239 -4.232
H21 -3.181 -0.032 -4.248
H22 -2.222 1.419 -3.859
H23 -2.719 0.321 -2.564
H24 0.847 -0.518 -3.669

---

[6]
This record from OMol25 describes a structure of composition C39H45AsBrIrN5O2S2Si at a distorted geometry. The level of theory is wB97M-V/def2-TZVPD.

Computed properties:
E in eV: -215969.468
Energy relative to the best compared isomer or geometry (same formula, charge and spin) in eV: 1.376
Kohn-Sham gap (alpha / beta) in eV: 6.1 / 4.6
Multiplicity: 6
Charge: +2

Cartesian coordinates (Å):
Ir1 1.564 0.294 -1.143
Br1 -4.263 4.186 7.196
C1 -4.427 3.868 5.352
C2 -5.436 3.010 4.842
C3 -5.493 2.710 3.518
C4 -4.660 3.398 2.609
C5 -3.742 4.316 3.061
C6 -3.600 4.538 4.460
N1 -4.695 2.972 1.287
N2 -3.963 3.535 0.382
C7 -2.801 3.146 -0.065
C8 -2.008 4.085 -0.793
C9 -0.761 3.842 -1.253
C10 -0.276 2.456 -1.187
O1 0.834 2.146 -1.723
C11 -1.044 1.460 -0.581
N3 -0.450 0.226 -0.561
C12 -1.122 -0.754 -0.013
C13 -2.374 -0.556 0.635
C14 -2.901 0.719 0.739
C15 -2.337 1.789 0.044
H1 -6.065 2.520 5.518
H2 -6.107 1.978 3.117
H3 -3.154 4.841 2.343
H4 -2.752 5.075 4.879
H5 -2.276 5.135 -0.810
H6 -0.068 4.661 -1.571
H7 -0.698 -1.732 0.042
H8 -2.761 -1.399 1.215
H9 -3.823 0.804 1.258
N4 1.359 0.599 1.495
C16 1.451 -0.778 1.951
C17 1.136 -1.193 3.189
C18 1.253 -2.518 3.677
C19 1.758 -3.470 2.900
C20 2.169 -3.116 1.584
C21 2.738 -4.070 0.710
C22 2.998 -3.704 -0.586
C23 2.687 -2.444 -1.028
N5 2.170 -1.475 -0.246
C24 1.917 -1.791 1.063
H10 0.719 1.120 2.079
H11 2.243 1.017 1.613
H12 0.774 -0.486 3.949
H13 0.916 -2.709 4.646
H14 1.853 -4.497 3.131
H15 2.976 -5.069 1.006
H16 3.369 -4.435 -1.330
H17 2.998 -2.289 -2.036
C25 3.608 2.919 -2.069
Si1 3.829 1.414 -1.022
C26 4.905 0.223 -1.979
C27 4.352 1.841 0.701
C28 4.731 0.887 1.682
C29 5.149 1.252 2.945
C30 5.162 2.615 3.280
C31 4.821 3.571 2.349
C32 4.450 3.195 1.070
H18 4.524 3.491 -2.134
H19 2.878 3.556 -1.623
H20 3.234 2.636 -3.073
H21 5.845 0.644 -2.362
H22 4.462 -0.218 -2.838
H23 5.225 -0.542 -1.229
H24 4.907 -0.150 1.399
H25 5.394 0.531 3.647
H26 5.517 2.910 4.288
H27 4.843 4.608 2.618
H28 4.212 3.977 0.363
O2 -1.795 -3.613 -0.535
S1 -1.694 -4.992 0.074
C33 -3.286 -5.314 1.038
C34 -4.293 -5.599 -0.117
C35 -3.700 -6.664 -0.985
C36 -2.250 -6.217 -1.258
H29 -3.470 -4.515 1.756
H30 -3.120 -6.316 1.516
H31 -4.528 -4.655 -0.631
H32 -5.188 -5.943 0.337
H33 -4.194 -6.822 -1.961
H34 -3.531 -7.605 -0.471
H35 -2.041 -5.572 -2.118
H36 -1.579 -7.067 -1.266
C37 -1.811 0.143 -4.295
As1 0.050 0.502 -4.751
C38 0.321 2.371 -4.892
C39 0.397 -0.317 -6.508
S2 1.560 -0.445 -3.477
H37 -2.428 0.604 -5.089
H38 -2.019 0.543 -3.302
H39 -1.932 -0.938 -4.229
H40 -0.516 2.921 -5.407
H41 1.198 2.662 -5.449
H42 0.562 2.725 -3.848
H43 -0.097 0.306 -7.268
H44 0.070 -1.315 -6.700
H45 1.440 -0.188 -6.740

---

[7]
This record from OMol25 describes the molecule C6H10 at a distorted geometry. The level of theory is wB97M-V/def2-TZVPD.

Computed properties:
SMILES: C=CC(=C)CC
E in eV: -6381.577
Energy relative to the best compared isomer or geometry (same formula, charge and spin) in eV: 2.282
Kohn-Sham gap in eV: 9.7

Cartesian coordinates (Å):
C1 0.422 1.308 1.538
C2 -0.464 0.077 1.157
C3 -0.454 -0.062 -0.341
C4 -1.616 -0.239 -1.014
C5 1.184 -1.357 -1.633
C6 0.827 -0.209 -1.068
H1 1.464 1.137 1.228
H2 -0.132 2.231 1.293
H3 0.675 1.431 2.614
H4 -0.107 -0.762 1.767
H5 -1.522 0.232 1.399
H6 -1.890 -0.991 -1.744
H7 -2.529 0.149 -0.550
H8 2.155 -1.369 -2.132
H9 0.493 -2.187 -1.656
H10 1.494 0.610 -0.858

---

[8]
This record from OMol25 describes a cluster of 2 separate species, C4H10ClNSi2 in total at a distorted geometry. The level of theory is wB97M-V/def2-TZVPD.

Computed properties:
SMILES: [H]/N=[SiH]\C=C.C=C[SiH2]Cl
E in eV: -34075.628
Energy relative to the best compared isomer or geometry (same formula, charge and spin) in eV: 2.558
Kohn-Sham gap in eV: 9.2

Cartesian coordinates (Å):
C1 0.675 -1.766 -2.359
C2 1.719 1.336 2.443
C3 0.324 -0.517 -1.957
C4 1.319 0.243 1.748
N1 -1.920 0.526 2.238
Si1 -1.380 0.308 -1.922
Si2 -0.560 -0.222 1.816
Cl1 -2.887 -0.829 -2.968
H1 1.703 -2.043 -2.275
H2 -0.018 -2.382 -2.858
H3 2.827 1.534 2.597
H4 1.095 1.854 3.134
H5 0.922 0.271 -1.623
H6 1.995 -0.256 1.092
H7 -2.212 1.363 2.545
H8 -1.603 0.496 -0.373
H9 -1.322 1.609 -2.657
H10 -0.675 -1.527 1.378

---

Please write out number 8 again, unchanged.
This record from OMol25 describes a cluster of 2 separate species, C4H10ClNSi2 in total at a distorted geometry. The level of theory is wB97M-V/def2-TZVPD.

Computed properties:
SMILES: [H]/N=[SiH]\C=C.C=C[SiH2]Cl
E in eV: -34075.628
Energy relative to the best compared isomer or geometry (same formula, charge and spin) in eV: 2.558
Kohn-Sham gap in eV: 9.2

Cartesian coordinates (Å):
C1 0.675 -1.766 -2.359
C2 1.719 1.336 2.443
C3 0.324 -0.517 -1.957
C4 1.319 0.243 1.748
N1 -1.920 0.526 2.238
Si1 -1.380 0.308 -1.922
Si2 -0.560 -0.222 1.816
Cl1 -2.887 -0.829 -2.968
H1 1.703 -2.043 -2.275
H2 -0.018 -2.382 -2.858
H3 2.827 1.534 2.597
H4 1.095 1.854 3.134
H5 0.922 0.271 -1.623
H6 1.995 -0.256 1.092
H7 -2.212 1.363 2.545
H8 -1.603 0.496 -0.373
H9 -1.322 1.609 -2.657
H10 -0.675 -1.527 1.378